C16H14BF5N6OSn | the ωB97M-V functional and the def2-TZVPD basis

Output
Charge: +4
2S+1: 1

Geometry as XYZ:
```
44
Properties=species:S:1:pos:R:3:nbo_charge:R:1
C 1.28943 -2.75188 0.97646 0.01
N 0.44222 -2.16878 0.08559 -0.49
N -0.06172 -3.00797 -0.85858 -0.26
C 0.39016 -4.21705 -0.54169 0.13
C 1.21880 -4.09366 0.58063 -0.23
B -1.03016 -2.49586 -2.03792 0.51
N -2.20883 -1.57654 -1.56288 -0.31
N -2.02628 -0.56482 -0.67744 -0.49
C -3.19826 0.05641 -0.40048 0.01
C -4.15660 -0.65201 -1.10796 -0.25
C -3.51961 -1.65949 -1.81614 0.12
Sn -0.02196 -0.18564 -0.00685 2.26
N -0.19959 -1.69728 -3.09901 -0.31
N 0.42854 -0.52229 -2.77432 -0.36
C 1.10838 -0.14474 -3.90008 0.00
C 0.86676 -1.07175 -4.93764 -0.11
C 0.02362 -2.03093 -4.38795 0.09
H 1.73995 0.73240 -4.01757 0.27
H -0.44000 -2.92494 -4.76667 0.28
H 1.22261 -1.10220 -5.94478 0.30
H -1.47151 -3.46224 -2.55353 0.04
H -3.84601 -2.44037 -2.46883 0.29
H 0.03350 -4.97345 -1.16292 0.29
H -5.19226 -0.46656 -1.12338 0.30
H 1.73069 -4.81943 1.06839 0.28
H -3.30933 0.91144 0.26654 0.27
H 1.76748 -2.15224 1.76479 0.25
H -0.01609 1.40403 -1.41088 0.39
C -0.27868 1.90454 -0.39994 -1.06
H -1.34802 2.25453 -0.55201 0.38
H -0.30814 1.53117 0.79384 0.30
H 0.58925 2.65169 -0.30632 0.38
F 5.97099 0.31706 3.18527 -0.13
C 4.98312 0.30180 2.27939 0.51
C 5.10874 -0.48404 1.13757 0.33
F 6.20304 -1.23359 0.94549 -0.17
C 4.11426 -0.49349 0.19794 0.40
F 4.18420 -1.27246 -0.90071 -0.18
C 2.96351 0.26921 0.41231 0.32
O 2.04100 0.17644 -0.52791 -0.62
C 2.84567 1.06686 1.56133 0.32
F 1.73885 1.83288 1.80383 -0.27
C 3.85180 1.07981 2.49027 0.37
F 3.73977 1.84470 3.58976 -0.17
```

C16H20N4O3S | the ωB97M-V functional and the def2-TZVPD basis

Output
2S+1: 1

Geometry as XYZ:
```
44
Properties=species:S:1:pos:R:3:nbo_charge:R:1
C 5.68689 0.71889 -2.07772 -0.25
O 4.68616 1.19945 -1.15307 -0.49
C 3.71174 1.93453 -1.62444 0.53
N 3.94153 3.09672 -2.21636 -0.49
C 2.91144 3.79271 -2.66241 0.27
N 1.67189 3.56060 -2.28470 -0.48
C 1.41802 2.38260 -1.73532 0.09
C 2.40693 1.43467 -1.42025 -0.01
N 2.26719 0.06542 -0.88827 -0.46
C 1.05166 -0.29115 -0.46643 0.33
C 0.98346 -1.77880 0.00896 -0.45
C -0.02414 -1.97712 1.21767 0.01
C 0.54636 -1.25982 2.50546 -0.65
C -0.18886 -3.53221 1.22964 -0.61
C -1.34009 -1.34948 0.70282 -0.47
C -1.32791 0.02643 0.06145 0.28
N -2.45608 0.82492 -0.01926 -0.65
C -3.36873 0.99632 1.21803 -0.22
C -4.89668 0.86075 0.82860 -0.54
C -5.22302 -0.56587 1.21169 0.79
O -6.03945 -0.80641 2.06599 -0.55
O -4.71762 -1.48656 0.33285 -0.69
C -0.14962 0.53283 -0.51180 -0.38
S -0.16802 2.21554 -0.95618 0.29
H 5.23069 0.17984 -2.90838 0.18
H 6.24863 1.58772 -2.41922 0.19
H 6.44987 0.09704 -1.69446 0.20
H 3.10591 4.66148 -3.29741 0.19
H 0.62102 -2.32950 -0.84680 0.21
H 1.96620 -2.10760 0.12758 0.24
H 1.62778 -1.66775 2.76710 0.23
H -0.21733 -1.35942 3.32249 0.22
H 0.94223 -0.22543 2.33042 0.24
H -0.35791 -3.96878 0.25535 0.21
H -1.03053 -3.70733 1.86664 0.21
H 0.78574 -3.96737 1.60745 0.22
H -1.76653 -2.06009 0.01149 0.23
H -1.92937 -1.22678 1.56122 0.21
H -2.20778 1.67775 -0.58315 0.41
H -3.14958 0.33871 2.11828 0.22
H -3.09201 1.98678 1.50404 0.21
H -5.01452 1.10003 -0.24658 0.24
H -5.56571 1.47646 1.43687 0.25
H -4.02980 -1.08071 -0.27986 0.50
```

C3H10N2O2 | the ωB97M-V functional and the def2-TZVPD basis

Output
<S²>: 0.75
Charge: +1
2S+1: 2

Geometry as XYZ:
```
17
Properties=species:S:1:pos:R:3:lowdin_spin:R:1
C 2.23455 -0.78279 0.79049 0.10
C 0.92584 -0.64972 -0.04900 0.07
C 0.12562 0.61730 0.28625 0.00
N -0.44700 0.48771 1.61589 0.00
O -0.28943 1.42358 -0.48417 0.01
N 3.13961 0.26291 0.32099 0.74
H 2.76230 -1.69620 0.54302 0.00
H 2.03794 -0.52414 1.83020 0.03
H 0.28011 -1.45748 0.25466 0.00
H 1.19875 -0.67001 -1.08933 0.00
H 0.12372 0.92878 2.35275 0.00
H -1.28615 1.06472 1.61337 0.00
H 4.12051 0.06913 0.11406 0.02
H 3.07359 1.20609 0.71642 0.02
H -5.91985 0.43402 -2.35319 0.00
H -5.92214 -0.31421 -3.69544 0.00
O -6.15796 -0.39968 -2.76696 0.00
```

C14H16O2 | the ωB97M-V functional and the def2-TZVPD basis

Output
<S²>: 0.77
Charge: +1
2S+1: 2

Geometry as XYZ:
```
32
Properties=species:S:1:pos:R:3:lowdin_spin:R:1
C -2.38038 -0.04857 -1.35396 0.05
C 0.73220 -2.07955 -1.65535 0.08
C -0.22710 -1.12404 -1.81502 0.06
C 0.52616 -3.11357 -0.70330 0.19
C -1.41226 -1.10962 -1.03185 0.25
C -0.57462 -3.01279 0.20645 0.10
C -1.48477 -2.01963 0.05716 0.04
O 1.37308 -4.08041 -0.47000 0.17
H 1.64306 -1.98001 -2.23329 0.00
H -0.04194 -0.43028 -2.62391 0.00
H 2.16288 -4.04473 -1.02400 0.00
H -0.65748 -3.75992 0.98470 0.00
H -2.87678 -0.41763 -2.26723 0.02
H -1.90680 0.89602 -1.60030 0.01
H -2.31225 -1.93629 0.75099 0.00
H -3.20130 0.10342 -0.66616 0.00
C 0.98056 2.28634 -1.41683 0.00
C 1.63945 0.90570 2.03091 0.00
C 0.54935 1.36795 2.75362 0.00
C 1.75494 1.14295 0.67824 0.00
C 0.79592 1.92572 0.03361 0.00
C -0.47567 2.01163 2.07365 0.00
C -0.38069 2.25655 0.69926 0.00
O 0.48075 1.08243 4.08841 0.00
H 2.43696 0.42679 2.59063 0.00
H 2.66719 0.92006 0.14190 0.00
H -1.14648 2.65582 2.63904 0.00
H -0.44673 1.09267 4.33527 0.00
H 0.06764 2.71358 -1.81569 0.00
H 1.24824 1.42178 -2.02294 0.00
H -1.19271 2.83446 0.27632 0.00
H 1.65956 3.11317 -1.64032 0.00
```

| no. | electronic energy (eV) |
| --- | --- |
| 1 | -47847.95604 |
| 2 | -39852.41478 |
| 3 | -10338.81895 |
| 4 | -18864.30681 |